# C14H56CdClO14

A structure of composition C14H56CdClO14 in a non-equilibrium geometry (ωB97M-V/def2-TZVPD, OMol25).

XYZ file:
```
86
Properties=species:S:1:pos:R:3:lowdin_charge:R:1
Cd -0.352 -0.885 0.629 1.32
Cl 0.662 0.223 -1.350 -0.04
C 3.554 -2.959 -5.297 -0.16
O 2.382 -3.273 -4.600 -0.15
H 4.361 -3.614 -5.069 0.07
H 3.274 -3.163 -6.360 0.10
H 3.944 -1.981 -5.196 0.06
H 1.670 -2.573 -4.660 0.07
C -1.442 4.983 3.843 -0.10
O -1.271 3.645 3.318 -0.15
H -1.781 5.679 3.084 0.06
H -2.148 4.961 4.691 0.09
H -0.416 5.282 4.148 0.09
H -2.013 3.438 2.777 0.01
C 2.356 -5.259 -1.331 -0.13
O 1.828 -3.970 -1.647 -0.18
H 1.931 -5.963 -2.052 0.08
H 3.443 -5.321 -1.300 0.08
H 1.933 -5.415 -0.271 0.10
H 2.068 -3.821 -2.611 0.08
C -1.031 -1.581 -5.342 -0.09
O -0.097 -1.917 -4.272 -0.18
H -0.706 -2.063 -6.238 0.07
H -2.075 -1.915 -5.114 0.09
H -1.092 -0.516 -5.559 0.08
H -0.054 -1.169 -3.655 0.02
C -1.404 -2.695 -1.798 -0.14
O -0.594 -2.876 -0.609 -0.25
H -2.476 -2.869 -1.578 0.08
H -1.242 -1.679 -2.165 0.01
H -1.070 -3.418 -2.556 0.09
H 0.276 -3.202 -0.953 0.05
C -2.000 0.968 2.756 -0.12
O -0.730 0.898 2.098 -0.20
H -1.944 1.463 3.714 0.08
H -2.735 1.519 2.071 0.10
H -2.381 -0.015 2.867 0.05
H -0.456 1.802 1.941 0.03
C 3.904 0.663 4.023 -0.10
O 2.774 0.947 3.181 -0.15
H 4.707 1.434 3.950 0.10
H 3.530 0.651 5.048 0.08
H 4.248 -0.371 3.754 0.09
H 3.106 0.807 2.289 0.01
C -1.116 -3.299 3.096 -0.07
O -1.379 -2.653 1.817 -0.22
H -1.080 -4.356 2.954 0.08
H -0.183 -2.811 3.448 0.08
H -1.925 -3.034 3.807 0.09
H -2.163 -3.043 1.442 0.07
C -3.855 -0.761 0.021 -0.13
O -2.534 -0.297 -0.285 -0.26
H -3.898 -0.632 1.096 0.06
H -4.631 -0.202 -0.514 0.09
H -4.054 -1.855 -0.221 0.09
H -2.628 0.534 -0.888 0.11
C 1.487 3.477 0.926 -0.05
O 0.241 2.789 0.503 -0.22
H 1.927 3.927 0.052 0.08
H 1.238 4.217 1.733 0.10
H 2.078 2.750 1.428 0.04
H 0.426 2.261 -0.296 -0.04
C -3.054 4.789 0.395 -0.09
O -2.561 3.452 0.676 -0.17
H -4.106 4.861 0.481 0.08
H -2.563 5.492 1.028 0.06
H -2.743 5.071 -0.591 0.08
H -1.570 3.425 0.647 0.07
C 2.380 -2.269 2.051 -0.09
O 1.455 -1.173 1.972 -0.25
H 1.819 -3.212 2.209 0.09
H 2.959 -2.303 1.172 0.06
H 3.129 -2.037 2.778 0.07
H 1.784 -0.389 2.461 0.05
C 4.474 1.211 0.209 -0.12
O 3.701 0.058 0.569 -0.16
H 5.366 1.329 0.812 0.09
H 4.841 1.069 -0.782 0.08
H 3.987 2.155 0.351 0.06
H 3.052 -0.025 -0.174 0.03
C -4.247 2.731 -2.825 -0.13
O -3.655 2.317 -1.594 -0.14
H -3.904 2.060 -3.638 0.09
H -5.332 2.797 -2.821 0.08
H -3.827 3.669 -3.158 0.07
H -3.771 3.032 -0.951 0.04
```

## Properties
Net charge: +1
Gap between HOMO and LUMO (eV): 10.232
Highest occupied orbital energy (eV): -12.005



# C6H29N2O6

A cluster of 7 separate species, C6H29N2O6 in total in a non-equilibrium geometry (ωB97M-V/def2-TZVPD, OMol25).

XYZ file:
```
43
Properties=species:S:1:pos:R:3:lowdin_charge:R:1
C -1.295 0.485 -0.074 -0.12
N -0.309 0.296 1.001 -0.09
C 0.178 -1.155 1.009 -0.22
C 0.493 -1.580 2.417 -0.06
C -0.955 1.798 -0.839 -0.31
N 0.454 2.164 -0.606 0.02
C 0.616 3.636 -0.571 0.00
C -1.278 1.756 -2.340 -0.02
H -1.324 -0.341 -0.770 0.09
H -2.194 0.687 0.506 0.12
H -0.624 0.524 1.912 0.03
H -0.538 -1.792 0.493 0.09
H 0.992 -1.086 0.287 0.09
H 1.487 -1.298 2.745 0.08
H 0.563 -2.656 2.499 0.08
H -0.248 -1.241 3.115 0.05
H -1.603 2.615 -0.514 0.14
H 0.573 1.855 0.365 0.13
H 1.090 1.618 -1.212 0.16
H 0.158 3.928 0.367 0.10
H 0.088 4.216 -1.324 0.10
H 1.642 3.991 -0.597 0.11
H -1.061 0.733 -2.676 0.07
H -0.631 2.427 -2.907 0.09
H -2.301 1.959 -2.645 0.09
H -1.844 -2.921 -2.964 0.06
H -1.921 -1.298 -2.695 0.03
O -1.453 -2.126 -2.594 -0.04
H 3.157 0.161 -0.600 0.04
H 2.442 -0.783 -1.707 0.00
O 2.812 0.106 -1.499 -0.08
H 1.261 2.621 3.655 0.05
H -0.202 2.850 3.793 0.05
O 0.420 2.253 3.355 -0.05
H 1.329 -2.732 -1.415 0.01
H 2.234 -2.909 -2.542 0.07
O 2.261 -2.536 -1.656 -0.06
H -0.198 -4.809 -0.513 0.08
H -0.637 -3.768 -1.476 0.03
O -0.023 -3.874 -0.728 -0.05
H -1.918 0.144 3.869 0.07
H -2.701 -0.733 2.882 0.07
O -2.251 0.121 2.957 -0.05
```

## Properties
Net charge: +1
Gap between HOMO and LUMO (eV): 9.616
Highest occupied orbital energy (eV): -11.885



# C9H14O

A cluster of 2 separate species, C9H14O in total in a non-equilibrium geometry (ωB97M-V/def2-TZVPD, OMol25).

XYZ file:
```
24
Properties=species:S:1:pos:R:3:lowdin_spin:R:1
C -0.049 1.644 -2.006 0.00
C 0.443 1.978 -3.416 0.00
H -0.999 2.105 -1.726 0.00
H -0.077 0.569 -1.863 0.00
H 0.623 2.052 -1.236 0.00
H 1.154 1.244 -3.806 0.00
H 0.991 2.924 -3.431 0.00
H -0.426 2.129 -4.063 0.00
C -1.454 -0.546 3.342 0.05
C 0.872 -1.274 -0.075 0.20
C 1.449 -0.489 0.969 0.07
C -0.500 -1.675 -0.117 0.12
C 0.625 -0.222 2.014 0.06
C -1.285 -1.419 0.969 0.03
C -0.704 -0.780 2.081 0.26
O 1.606 -1.790 -1.033 0.16
H 2.478 -0.170 0.855 0.00
H 2.406 -1.328 -1.325 0.00
H -0.824 -2.117 -1.043 0.00
H 0.964 0.369 2.848 0.00
H -2.300 -1.787 1.028 0.00
H -0.871 -0.775 4.238 0.01
H -2.360 -1.143 3.395 0.00
H -1.764 0.503 3.400 0.02
```

## Properties
Net charge: +1
⟨S²⟩: 0.77
Gap between HOMO and LUMO (spin up / spin down) (eV): 10.057 / 7.172
Highest occupied orbital energy (spin up / spin down) (eV): -13.924 / -14.550
Multiplicity: 2



# C6H13NO

A structure of composition C6H13NO in a non-equilibrium geometry (ωB97M-V/def2-TZVPD, OMol25).

XYZ file:
```
21
Properties=species:S:1:pos:R:3:lowdin_charge:R:1
C 1.733 0.366 0.903 -0.40
C -1.098 -0.207 -0.690 -0.28
C 0.432 0.789 0.287 -0.03
C -1.699 -1.244 0.132 -0.12
C -1.962 0.972 -1.046 -0.11
N 2.925 0.793 0.201 0.05
C 1.250 -1.039 0.671 -0.27
O 0.606 -1.740 1.480 -0.04
H 1.799 0.585 1.968 0.15
H -0.507 -0.576 -1.525 0.11
H 3.716 0.206 0.440 0.08
H 2.803 0.748 -0.804 0.07
H 1.559 -1.457 -0.303 0.14
H 0.599 1.488 -0.527 0.08
H -0.252 1.194 1.026 0.10
H -2.716 0.666 -1.778 0.09
H -0.859 -1.644 0.863 0.07
H -2.503 -0.904 0.778 0.08
H -1.960 -2.141 -0.433 0.09
H -1.384 1.790 -1.477 0.07
H -2.483 1.356 -0.166 0.08
```

## Properties
Gap between HOMO and LUMO (eV): 9.869
Highest occupied orbital energy (eV): -8.882



Number 1: total energy -2247.94204 Eh, M 596.453 Da. Number 2: total energy -806.69757 Eh, M 225.306 Da. Number 3: total energy -426.26578 Eh, M 138.210 Da. Number 4: total energy -366.29010 Eh, M 115.176 Da.